# 1
C3H9N3O as an isolated structure. Source: the OMol25 dataset; level of theory: ωB97M-V with the def2-TZVPD basis set.

Values from the calculation:
energy relative to the best compared isomer or geometry (same formula, charge and spin)	8.2813	eV

Positions of all 16 atoms, in Å:
1 C 2.1975 -0.3094 -0.2322
2 N -0.5710 1.0274 -0.1769
3 C -0.6777 -0.2762 -0.3930
4 N -0.0529 1.4438 0.9622
5 N -2.4572 0.2184 0.1906
6 C -0.7998 -1.5486 -0.6934
7 O 1.1761 0.0142 -1.0955
8 H 0.2387 2.4086 0.9360
9 H 0.5039 0.8020 1.5181
10 H -2.5018 0.7579 1.0518
11 H -2.9225 0.7710 -0.5274
12 H 3.1735 -0.2435 -0.7389
13 H 2.2832 0.3850 0.6401
14 H 2.1145 -1.3275 0.1949
15 H 0.0260 -2.0692 -1.1522
16 H -1.7304 -2.0541 -0.4842

Cartesian forces (eV/Å) of the 6 atoms listed first:
C -0.04 0.06 -0.04
N -0.24 0.49 0.51
C 0.05 -0.49 -0.08
N -0.14 -0.28 -0.43
N 0.80 0.10 -0.11
C 0.00 0.12 0.04

***

# 2
A 3-piece molecular cluster, C6H14O2 overall. Source: the OMol25 dataset; level of theory: ωB97M-V with the def2-TZVPD basis set.

Values from the calculation:
energy relative to the best compared isomer or geometry (same formula, charge and spin)	2.3887	eV
SMILES	C=CC/C=C/C.O.O

Positions of all 22 atoms, in Å:
1 C -0.1569 -1.3179 2.0867
2 C 0.7607 -1.1795 3.0248
3 C 0.1403 -1.9009 0.7131
4 C 0.2625 -0.8197 -0.3509
5 C 1.4304 -0.4865 -0.8855
6 C 1.6538 0.3749 -2.0570
7 H -1.2013 -1.0284 2.1699
8 H 0.6036 -0.5394 3.8841
9 H 1.8051 -1.4504 2.9055
10 H -0.6104 -2.6168 0.3755
11 H 1.1092 -2.3961 0.8365
12 H -0.7478 -0.4817 -0.5804
13 H 2.2571 -0.9215 -0.3397
14 H 2.2142 1.2894 -1.8517
15 H 0.7255 0.7853 -2.4809
16 H 2.0201 -0.1527 -2.9408
17 H -3.9298 0.6573 -1.4218
18 H -3.4879 2.0030 -0.8010
19 O -3.5919 1.5311 -1.6341
20 H -0.2202 2.3555 -0.7041
21 H -0.4075 3.0967 0.4951
22 O -0.6290 3.1982 -0.4434

Cartesian forces (eV/Å) of the 6 atoms listed first:
C -0.50 -0.65 -1.22
C 0.26 1.09 0.27
C 1.15 0.39 0.74
C -0.71 -0.89 0.72
C -0.78 -0.23 0.61
C -0.85 1.19 -1.09

***

# 3
A 2-piece molecular cluster, C3H3N3O overall. Source: the OMol25 dataset; level of theory: ωB97M-V with the def2-TZVPD basis set.

Values from the calculation:
energy relative to the best compared isomer or geometry (same formula, charge and spin)	4.7549	eV

Positions of all 10 atoms, in Å:
1 N 2.2642 -0.1005 0.7131
2 C 1.2436 -0.2400 0.0463
3 N -0.7282 0.9263 -0.9026
4 N -0.5764 1.6379 -1.8616
5 O -1.6725 -0.9855 2.1986
6 C -1.7158 -0.1878 1.3972
7 C 0.0899 -0.3433 -0.5711
8 H 3.0918 0.1963 0.1958
9 H -1.4584 1.0556 -0.1766
10 H -0.2467 -1.2809 -1.0031

Cartesian forces (eV/Å) of the 6 atoms listed first:
N -0.70 0.02 -0.36
C 0.19 0.30 0.02
N 0.25 0.05 -0.29
N 0.08 -0.50 0.46
O -0.05 0.68 -0.66
C -0.29 -1.00 1.38

***

# 4
C2H4O2 as an isolated structure. Source: the OMol25 dataset; level of theory: ωB97M-V with the def2-TZVPD basis set.

Values from the calculation:
energy relative to the best compared isomer or geometry (same formula, charge and spin)	2.0860	eV

Positions of all 8 atoms, in Å:
1 C 0.9039 -0.9807 -0.4710
2 C -0.0309 0.0489 0.1324
3 H 2.0797 -0.4200 -0.5220
4 H 0.5945 -1.4104 -1.7445
5 H 0.9116 -1.9796 0.3704
6 H -1.2782 1.3811 -0.2902
7 O -0.8003 0.7159 -0.7690
8 O -0.1429 0.2866 1.2963

Cartesian forces (eV/Å) of the 6 atoms listed first:
C 2.18 -2.26 -1.25
C -0.60 -0.02 -0.98
H -3.64 -1.96 0.18
H 0.94 1.56 4.44
H 0.22 3.17 -2.88
H -0.52 0.61 0.61

***

# 5
C7H7O6PbS as an isolated structure. Source: the OMol25 dataset; level of theory: ωB97M-V with the def2-TZVPD basis set.

Values from the calculation:
net charge	+1
calculated total energy	-35727.83920	eV

Positions of all 22 atoms, in Å:
1 O -0.9471 2.5911 -4.2939
2 C -0.9754 2.0255 -3.2971
3 Pb -0.4560 0.5990 -0.4652
4 O 2.2678 2.2886 -2.2650
5 C 1.3939 1.8311 -1.6798
6 C 1.1273 -0.0861 1.2138
7 O 1.9168 -0.5497 1.9171
8 C -1.9716 -1.1528 1.0812
9 O -2.5280 -2.0478 1.5300
10 C -1.1514 2.5098 1.3105
11 O -1.3560 3.3341 2.0834
12 H -2.1846 0.3411 -0.9801
13 C 0.9706 -3.7768 -0.1614
14 S 1.3850 -2.9105 -1.7041
15 C 2.9713 -2.0977 -1.4850
16 O 0.3929 -1.7577 -1.7763
17 H 1.6837 -4.5839 0.0824
18 H -0.0427 -4.2013 -0.3326
19 H 0.9655 -3.0617 0.6727
20 H 3.7588 -2.7863 -1.8330
21 H 2.9616 -1.1519 -2.0506
22 H 3.0899 -1.9402 -0.4109

Cartesian forces (eV/Å) of the 6 atoms listed first:
O -0.18 -1.56 2.67
C 0.09 1.63 -2.84
Pb -2.99 -0.81 -2.48
O -2.26 -1.38 1.61
C 4.37 2.86 -3.02
C 4.85 -2.58 5.92

***

# 6
A 2-piece molecular cluster, C8H14N2PS overall. Source: the OMol25 dataset; level of theory: ωB97M-V with the def2-TZVPD basis set.

Values from the calculation:
energy relative to the best compared isomer or geometry (same formula, charge and spin)	0.2881	eV
net charge	+1

Positions of all 26 atoms, in Å:
1 S 0.3596 -0.1025 -0.6065
2 P -1.1083 -1.2766 -0.2013
3 C -0.6692 -2.7283 0.9118
4 C -1.9478 -3.4097 1.1521
5 N -2.4457 -3.0907 2.2767
6 C -1.6206 -2.1668 3.0411
7 C -0.2770 -2.2991 2.3304
8 H -1.6936 -1.9158 -1.3100
9 H -2.1775 -0.6813 0.4984
10 H 0.1019 -3.3499 0.4864
11 H -2.3871 -4.0502 0.4084
12 H -3.3459 -3.4641 2.5670
13 H -1.6036 -2.3643 4.0994
14 H -1.9638 -1.1471 2.8973
15 H 0.3193 -3.0717 2.7987
16 H 0.2835 -1.3782 2.4018
17 N 1.0217 4.1072 -2.0666
18 C 1.8740 4.6290 -3.0010
19 C 2.9577 3.7983 -3.0916
20 C 2.7511 2.7315 -2.1764
21 C 1.5474 2.9493 -1.5608
22 H 0.1459 4.5133 -1.7941
23 H 1.6372 5.5424 -3.5187
24 H 3.8051 3.9391 -3.7407
25 H 3.4116 1.9004 -1.9922
26 H 1.0239 2.3856 -0.8095

Cartesian forces (eV/Å) of the 6 atoms listed first:
S -0.30 -0.37 0.17
P 1.27 0.70 -0.54
C -0.33 0.18 0.64
C 1.19 -0.14 -0.72
N -1.26 -0.73 0.21
C 0.75 0.81 0.00